# 1
The following is a DFT calculation (the ωB97M-V functional and the def2-TZVPD basis) of a 2-piece molecular cluster, C5H16N3 overall at a distorted geometry.

Positions of all 24 atoms, in Å:
1 H -0.853 -3.502 0.423
2 C 0.847 1.811 1.136
3 H -1.030 -4.468 -0.765
4 H 1.803 3.015 -0.327
5 H -0.513 -1.077 0.333
6 C -0.846 -1.145 -0.706
7 C -0.494 -2.506 -1.378
8 H 2.463 1.240 -0.127
9 H -0.456 0.834 -0.878
10 H -0.989 -2.518 -2.356
11 C 1.706 1.963 0.095
12 N 0.755 0.602 1.818
13 N -1.261 -3.500 -0.517
14 H 1.302 -0.163 1.491
15 H -0.493 0.180 -2.370
16 H -1.123 2.495 1.613
17 H -0.070 3.833 0.962
18 N -0.182 -0.018 -1.407
19 H 0.592 -2.705 -1.389
20 H 0.840 0.034 -1.278
21 C -0.073 2.923 1.597
22 H -0.167 0.368 2.176
23 H -1.933 -0.914 -0.799
24 H 0.177 3.218 2.652

## Properties
**E**: -9907.4914 eV
**Energy relative to the best compared isomer or geometry (same formula, charge and spin)**: 51.3 kcal/mol
**HOMO**: -12.22 eV
**Total charge**: +1
**HOMO-LUMO gap**: 8.9 eV

Atom charges from the Mulliken analysis, given in e for atoms 1 to 2: H 0.23; C 0.65

# 2
The following is a DFT calculation (the ωB97M-V functional and the def2-TZVPD basis) of C67H75BaN4O6S as an isolated structure at a distorted geometry.

Positions of all 154 atoms, in Å:
1 H -6.436 1.017 6.493
2 C 2.170 -4.864 -3.439
3 C 7.400 -1.363 0.983
4 C -6.186 3.350 -0.445
5 H -2.706 1.698 -6.214
6 H -5.890 2.856 -4.621
7 H -4.891 -1.963 0.055
8 C 5.024 4.753 -1.685
9 H 8.378 -1.564 0.542
10 C 3.434 -5.537 -2.903
11 C -5.148 2.506 -3.899
12 N -3.616 0.941 0.536
13 H -3.345 -1.611 0.703
14 S -5.958 0.539 -0.537
15 H -4.087 1.934 3.030
16 C -1.821 -2.142 -2.106
17 C 1.781 -4.133 -1.010
18 C 2.996 1.462 2.006
19 H 1.725 -3.354 -4.948
20 C 1.139 2.194 0.446
21 H -4.813 -2.917 4.801
22 C -2.513 -1.281 7.507
23 O -0.008 -0.044 -1.014
24 H 1.859 -6.442 -4.903
25 C -4.142 1.574 -4.587
26 H -5.647 0.797 -5.918
27 C -1.840 -0.656 -2.440
28 C 1.666 -3.380 1.374
29 H -2.664 3.421 1.206
30 C -1.039 0.320 -1.851
31 C -5.481 2.181 -0.212
32 H 5.761 -3.599 -1.073
33 C -4.919 0.410 -5.202
34 H 4.416 1.741 -3.272
35 C -4.337 4.571 0.506
36 H -2.912 3.211 -5.335
37 C -3.637 3.401 0.736
38 C 6.286 -1.785 0.016
39 C 3.073 3.201 -1.398
40 H 5.589 -1.216 -1.963
41 H -1.158 2.672 4.898
42 H 4.105 -4.811 -2.441
43 O -0.831 -2.177 0.593
44 H 5.287 0.557 0.956
45 H -2.497 2.650 6.931
46 H -2.555 -2.275 -1.308
47 C -4.178 -2.473 5.556
48 H 2.906 5.177 -3.379
49 H 6.440 -3.896 0.533
50 C -2.326 -1.056 6.161
51 C 3.541 4.325 -3.624
52 H -5.666 1.979 -3.098
53 H 3.197 -6.303 -2.163
54 C -3.156 2.380 4.911
55 H 7.487 -3.379 -0.793
56 H 4.173 -3.532 0.434
57 C 2.521 2.146 0.737
58 H 0.988 -6.685 -3.379
59 C -1.341 -0.195 5.410
60 H 1.567 0.667 -2.166
61 C -3.559 -2.123 7.874
62 H 1.961 -0.495 -0.878
63 H -4.663 3.378 -3.462
64 H 2.201 1.499 2.750
65 H -4.581 1.808 7.933
66 H -6.163 1.092 4.024
67 H 4.491 2.585 0.086
68 Ba -0.889 -0.158 1.614
69 H 7.347 -0.300 1.215
70 H 7.347 -1.122 -1.759
71 C 1.303 -5.938 -4.109
72 H 3.177 -4.304 -5.286
73 O -0.495 0.505 5.941
74 O 1.346 -0.831 2.671
75 C 1.711 3.231 -1.682
76 C 3.972 -2.537 0.802
77 O 0.243 1.715 1.270
78 H 2.588 -1.424 4.225
79 H 5.521 2.067 -1.942
80 C 4.590 -0.259 1.101
81 C -4.380 -2.709 6.913
82 C 6.387 -0.951 -1.267
83 H 1.357 3.642 -2.620
84 C -2.325 2.044 -2.897
85 H 1.368 -0.183 4.638
86 H 5.796 5.109 -2.372
87 H 6.300 0.113 -1.053
88 H -7.169 3.326 -0.896
89 C -3.091 1.103 -3.583
90 C 1.562 -1.090 4.067
91 C -2.632 -1.149 3.883
92 H -1.847 2.572 3.390
93 N -1.984 2.871 4.347
94 C 2.593 -3.831 -4.492
95 H -2.219 -2.662 -2.982
96 H -5.190 -3.354 7.230
97 H -4.165 2.673 -6.460
98 C 0.760 2.740 -0.803
99 H -2.525 3.101 -3.029
100 C -0.701 2.780 -1.161
101 C 2.734 -2.304 1.398
102 H 4.422 5.605 -1.368
103 H -4.260 -0.278 -5.733
104 N -1.565 -0.318 4.063
105 C -5.373 1.450 4.672
106 H 5.519 4.348 -0.803
107 H 3.972 -6.016 -3.724
108 C -3.315 2.333 6.297
109 H -0.931 3.734 -1.646
110 H 0.406 -5.503 -4.549
111 C 4.925 -1.539 0.664
112 C -3.135 -1.640 5.210
113 H -5.463 -0.151 -4.441
114 C -5.599 4.552 -0.086
115 C 0.194 -3.498 -2.634
116 C -1.314 1.685 -2.018
117 C 5.022 2.516 -2.799
118 H -3.745 -2.324 8.922
119 H 2.945 3.604 -4.185
120 C -5.527 1.405 6.052
121 H 5.787 2.840 -3.509
122 H 2.691 -4.638 -0.714
123 H -6.129 5.479 -0.257
124 C 1.248 -0.248 -1.663
125 O -3.123 -1.446 2.796
126 H -1.876 -0.809 8.243
127 H 3.200 -3.048 -4.035
128 C -4.202 2.185 0.361
129 C 3.439 2.642 -0.175
130 H 0.872 -1.870 4.396
131 C -4.412 0.005 0.126
132 H -3.898 5.515 0.799
133 C -4.488 1.852 6.855
134 H 7.325 -1.915 1.921
135 H 0.880 -3.157 2.094
136 H -3.453 -1.000 -3.774
137 H -0.171 -3.480 -3.657
138 C 6.498 -3.254 -0.347
139 H 2.116 -4.341 1.638
140 C -4.206 1.932 4.106
141 H 4.342 4.677 -4.278
142 C 3.375 0.026 1.708
143 C -0.145 -2.808 -0.320
144 C -3.437 2.337 -5.717
145 C 1.380 -4.169 -2.336
146 C 2.488 -1.034 1.907
147 C 4.144 3.697 -2.367
148 H 3.868 1.990 2.400
149 H -1.253 2.765 -0.220
150 H 1.180 -1.078 -2.369
151 C -2.846 -0.233 -3.313
152 N -4.132 -1.310 0.139
153 C -0.553 -2.832 -1.682
154 C 1.068 -3.467 -0.019

## Properties
**E**: -100480.5264 eV
**Energy relative to the best compared isomer or geometry (same formula, charge and spin)**: 16.7 kcal/mol
**HOMO**: -4.69 eV
**Total charge**: -1
**HOMO-LUMO gap**: 6.8 eV

Atom charges from the Mulliken analysis, given in e for atoms 1 to 2: H 0.39; C 2.36

# 3
The following is a DFT calculation (the ωB97M-V functional and the def2-TZVPD basis) of C51H43GeN4O5PReS as an isolated structure.

Positions of all 107 atoms, in Å:
1 H 3.070 -1.697 5.367
2 O 1.702 0.574 -6.452
3 H -0.446 7.146 0.438
4 H 4.660 2.265 -0.425
5 C 3.884 4.836 1.628
6 C 1.508 -4.713 0.892
7 H 2.004 4.461 -1.847
8 C 3.387 -1.728 4.333
9 H 2.075 0.510 -7.339
10 N -1.676 0.840 -0.780
11 C -3.042 -3.551 2.525
12 H 3.000 1.728 -1.896
13 C 2.812 0.680 -2.104
14 C -3.661 -2.237 -2.694
15 H 2.417 4.782 3.194
16 H 1.745 2.466 2.738
17 H -4.764 -1.491 0.934
18 C -3.151 -1.382 3.500
19 H 0.419 -1.961 2.515
20 S -2.822 0.321 3.447
21 H -4.085 -1.207 5.423
22 H -5.755 -2.213 -3.156
23 H -6.448 -1.710 -0.837
24 C -2.912 1.341 -1.025
25 N -0.275 0.500 -5.296
26 C 4.516 4.122 0.620
27 H 2.071 -0.155 3.738
28 P -1.876 -1.657 0.918
29 C -3.091 -1.841 -0.391
30 C -0.156 6.142 0.161
31 C 1.213 4.597 -1.122
32 H -2.311 5.636 2.074
33 H -0.411 1.499 -5.310
34 C 2.618 -1.109 -3.693
35 C 0.565 0.579 1.069
36 H -1.656 -2.220 -1.980
37 C 0.539 -4.799 -0.099
38 C 4.379 -2.619 3.937
39 H 2.238 -2.287 -0.544
40 C 4.139 2.812 0.353
41 C 1.462 -3.689 1.831
42 C -5.007 -2.093 -2.383
43 H 0.529 -1.137 -6.239
44 H -3.514 1.598 -0.163
45 H 2.232 -3.059 -2.884
46 C 0.595 3.487 -0.581
47 C 2.612 -0.224 -1.058
48 H 5.587 -3.332 2.313
49 H -3.353 -2.468 -3.706
50 H -2.739 -4.226 1.733
51 H 2.208 -3.621 2.612
52 C -2.588 1.145 -3.374
53 H 0.882 2.489 -0.884
54 H 0.568 -5.606 -0.818
55 H 2.986 0.929 -4.236
56 C -2.750 -2.198 2.436
57 O -0.372 -1.370 -3.986
58 C 0.448 -0.064 -6.417
59 C 2.884 4.236 2.385
60 C -0.401 3.722 0.357
61 C -0.771 5.020 0.695
62 O -1.243 0.343 3.152
63 C -2.698 -2.105 -1.706
64 C -3.715 -4.061 3.634
65 C 4.229 -1.796 1.684
66 C 2.818 0.237 -3.421
67 C -0.525 -2.830 0.772
68 N -1.816 4.885 1.612
69 H 4.831 -3.280 4.665
70 C -4.447 -1.690 -0.082
71 C 3.124 2.208 1.093
72 C -1.358 0.559 -3.126
73 H -4.375 1.934 -2.447
74 C -2.061 3.603 1.803
75 H -4.609 -3.633 5.537
76 C -4.095 -3.231 4.675
77 Re -1.127 0.781 1.273
78 C 0.452 -2.747 1.767
79 H 2.296 -5.452 0.939
80 O -3.314 0.877 2.164
81 H 2.634 -1.457 -4.718
82 O -3.129 1.005 4.641
83 H -3.933 -5.119 3.679
84 C -3.386 1.524 -2.299
85 H 5.314 4.579 0.051
86 H 4.570 -1.832 0.655
87 C -3.807 -1.873 4.617
88 C 2.825 -0.864 3.406
89 C 2.510 2.928 2.119
90 C -0.588 -0.191 -4.187
91 C -0.924 0.433 -1.816
92 C -5.399 -1.814 -1.079
93 C 2.391 -1.573 -1.347
94 C -0.488 -3.867 -0.160
95 C 2.397 -2.013 -2.662
96 C 4.804 -2.650 2.616
97 C 3.233 -0.900 2.073
98 H 1.367 6.738 -1.203
99 Ge 2.614 0.372 0.773
100 H -1.255 -3.976 -0.913
101 C 0.850 5.901 -0.754
102 H -2.950 1.253 -4.389
103 H 4.187 5.852 1.842
104 N -1.217 2.837 1.088
105 H 0.030 -0.036 -1.594
106 H -0.114 0.110 -7.337
107 H -2.828 3.231 2.464

## Properties
**E**: -148530.2699 eV
**Energy relative to the best compared isomer or geometry (same formula, charge and spin)**: 0.0 kcal/mol
**HOMO**: -15.68 eV
**Total charge**: +3
**HOMO-LUMO gap**: 5.2 eV

Atom charges from the Mulliken analysis, given in e for atoms 1 to 2: H 0.47; O -0.47

# 4
The following is a DFT calculation (the ωB97M-V functional and the def2-TZVPD basis) of a 2-piece molecular cluster, C10H13O2S overall at a distorted geometry.

Positions of all 26 atoms, in Å:
1 O 2.602 -2.547 -0.774
2 C -2.900 0.551 2.239
3 H 2.057 1.762 -2.768
4 C 1.422 0.955 -2.170
5 C 2.806 0.692 -0.012
6 H -3.551 0.202 -1.020
7 H 3.900 0.497 0.160
8 H 0.484 -2.042 1.894
9 C 2.321 0.098 -1.295
10 H -4.348 1.539 0.824
11 H 2.251 0.423 0.893
12 H 1.022 0.218 -2.924
13 C -1.832 -0.522 0.038
14 C -1.101 -0.690 1.176
15 H 3.274 -0.257 -1.823
16 C -3.531 0.837 1.052
17 H -1.508 -1.117 -0.836
18 S 1.439 -1.639 -0.951
19 C -1.720 -0.202 2.364
20 H -3.214 1.128 3.150
21 C -2.934 0.264 -0.050
22 C 0.165 -1.170 1.348
23 O 0.697 -2.027 -2.122
24 H -1.070 -0.235 3.239
25 H 2.700 1.805 0.030
26 H 0.570 1.474 -1.664

## Properties
**E**: -25507.5164 eV
**Energy relative to the best compared isomer or geometry (same formula, charge and spin)**: 29.5 kcal/mol
**HOMO (spin up / spin down)**: -3.23 / -3.22 eV
**Total charge**: -1
**HOMO-LUMO gap (spin up / spin down)**: 6.8 / 6.8 eV

Atom charges from the Mulliken analysis, given in e for atoms 1 to 2: O -0.70; C -0.15

# 5
The following is a DFT calculation (the ωB97M-V functional and the def2-TZVPD basis) of C14H18N2O9Rh as an isolated structure.

Positions of all 44 atoms, in Å:
1 O -2.890 -1.915 0.593
2 C -3.088 -2.599 -0.390
3 H -4.568 -3.516 0.334
4 C -2.167 2.536 2.102
5 H -1.495 -3.387 -1.503
6 N -1.461 2.256 0.811
7 C 0.892 0.198 0.227
8 C 4.424 -0.569 1.226
9 C -2.003 -0.359 -2.501
10 H -2.378 -0.815 -3.416
11 O 6.369 -0.278 -0.228
12 O -3.167 0.791 -0.657
13 H -1.736 3.398 2.607
14 Rh -1.552 0.310 0.417
15 O 0.229 -0.129 1.291
16 C 2.998 0.407 -1.041
17 C -2.144 1.287 2.952
18 C -3.141 0.516 -1.946
19 H -1.174 0.300 -2.756
20 C -2.197 -2.554 -1.604
21 H 6.932 -0.646 -2.183
22 H 7.168 1.044 -1.602
23 H -3.197 2.775 1.836
24 H -3.653 0.207 1.951
25 H 2.448 0.771 -1.897
26 O -3.915 0.988 -2.740
27 C 5.051 -0.223 0.052
28 H -2.745 1.404 3.853
29 H 4.983 -0.939 2.073
30 O 0.202 0.652 -0.745
31 C 3.039 -0.419 1.261
32 H 2.492 -0.680 2.156
33 H -1.987 2.683 0.048
34 H -2.433 -0.730 2.507
35 N -2.645 0.175 2.093
36 H -1.125 1.026 3.237
37 C 4.353 0.254 -1.054
38 O 5.224 0.515 -2.066
39 C 6.522 0.167 -1.583
40 H -0.503 2.595 0.759
41 H -2.780 -2.714 -2.512
42 O -4.062 -3.481 -0.493
43 C 2.341 0.058 0.157
44 O -1.461 -1.359 -1.627

## Properties
**E**: -39220.8195 eV
**Energy relative to the best compared isomer or geometry (same formula, charge and spin)**: 0.0 kcal/mol
**HOMO**: -10.90 eV
**Total charge**: +1
**HOMO-LUMO gap**: 7.2 eV

Atom charges from the Mulliken analysis, given in e for atoms 1 to 2: O -0.49; C 0.48

# 6
The following is a DFT calculation (the ωB97M-V functional and the def2-TZVPD basis) of a 10-piece molecular cluster, C36H40Cl12O16 overall at a distorted geometry.

Positions of all 104 atoms, in Å:
1 C 3.277 -4.845 -2.937
2 O -1.320 5.275 4.764
3 Cl -0.075 -0.609 -7.231
4 H -1.319 -2.185 -4.055
5 C -1.168 -2.193 -5.153
6 C 3.096 3.649 0.173
7 O -1.752 3.353 2.430
8 H 2.625 -3.838 3.893
9 H 4.644 -1.516 -0.310
10 H -2.150 -1.769 1.841
11 Cl -4.564 -2.381 3.514
12 C -0.769 4.479 -1.339
13 C -0.271 -0.911 -0.929
14 C -3.569 2.888 6.149
15 C -2.703 1.719 6.095
16 H -1.915 -0.313 -5.891
17 H -1.594 -2.873 -1.386
18 C 0.584 0.180 -0.373
19 C 0.726 -6.641 -1.112
20 H -6.037 1.008 2.868
21 H 1.308 4.140 -4.753
22 O -0.443 4.760 -2.454
23 C 0.426 0.467 0.902
24 H 0.637 4.060 4.486
25 H -6.269 -1.017 4.309
26 C -5.824 -1.135 3.309
27 C -3.159 4.065 5.735
28 H 2.883 -2.326 1.898
29 Cl -4.878 0.011 1.040
30 H -0.402 -0.128 -4.927
31 O -2.036 2.498 -2.157
32 H -0.800 5.480 2.936
33 O -0.740 0.304 2.930
34 Cl 3.553 3.672 1.853
35 H -4.301 0.646 3.230
36 O 0.360 3.128 4.699
37 H 3.554 4.618 -1.650
38 C -0.639 -0.170 1.808
39 O 2.931 -6.018 -3.543
40 C -0.852 5.040 1.085
41 H 4.876 4.617 -0.578
42 H 4.481 -5.756 -1.415
43 O -3.043 0.714 6.695
44 C 2.611 -3.621 -3.467
45 C 3.658 -2.338 -1.667
46 O -1.889 -2.699 -0.454
47 H -1.352 -6.906 -1.642
48 H 1.349 3.587 -6.433
49 O 3.949 -1.245 -0.968
50 O 1.997 -3.722 -4.492
51 H 2.425 -1.478 -3.149
52 H 1.103 -7.388 -1.800
53 H 3.218 2.521 -5.295
54 H 1.459 -5.781 -1.085
55 Cl -0.604 -4.994 -2.877
56 H -4.913 1.855 7.025
57 Cl 1.361 -3.328 0.403
58 Cl 2.133 1.438 -3.502
59 H -0.989 -5.477 -0.602
60 H -0.378 -2.892 -5.404
61 C 2.822 -2.332 -2.718
62 C 1.198 3.231 -5.391
63 H 2.023 3.728 0.072
64 H -0.775 0.879 5.554
65 O 1.213 1.409 1.469
66 O -0.658 5.891 2.095
67 Cl 3.405 6.321 -0.039
68 C -1.191 -1.639 0.006
69 H -1.608 2.814 -2.989
70 C -1.538 3.714 1.270
71 C -0.935 3.006 5.183
72 H 2.076 1.342 -5.890
73 C 3.969 -4.899 -1.793
74 C -1.332 1.794 5.541
75 C -0.429 5.325 -0.148
76 O 5.163 -3.467 -0.317
77 H 0.955 1.491 2.416
78 H -6.578 -1.492 2.599
79 Cl -2.607 -2.917 -5.810
80 H 2.374 -5.838 -4.309
81 H 2.930 -4.881 2.395
82 Cl 0.832 -7.200 0.600
83 H 1.346 0.641 -0.986
84 H 1.303 -2.287 2.599
85 H 0.194 6.221 -0.309
86 C -1.411 -1.261 1.248
87 H -3.677 4.977 5.912
88 C 3.796 4.729 -0.621
89 O -4.792 2.806 6.793
90 C 4.272 -3.635 -1.163
91 C 2.188 2.137 -5.175
92 C 2.252 -4.172 2.917
93 C -0.943 -0.741 -5.665
94 C 1.999 -2.955 2.097
95 H 3.358 2.698 -0.236
96 Cl 0.777 -5.047 3.366
97 H -2.542 2.042 0.296
98 C -1.543 3.219 -1.111
99 C -1.921 2.877 0.110
100 C -1.817 4.225 5.140
101 Cl -0.467 2.671 -5.299
102 C -5.241 0.223 2.764
103 O -0.299 -1.235 -2.088
104 C -0.650 -6.096 -1.424

## Properties
**E**: -221008.7438 eV
**SMILES string**: O=C1C=C(O)C(=O)C=C1O.O=C1C=C(O)C(=O)C=C1O.O=C1C=C(O)C(=O)C=C1O.O=C1C=C(O)C(=O)C=C1O.ClCCCl.ClCCCl.ClCCCl.ClCCCl.ClCCCl.ClCCCl
**HOMO**: -9.57 eV
**HOMO-LUMO gap**: 8.0 eV

Atom charges from the Mulliken analysis, given in e for atoms 1 to 2: C 0.01; O -0.80

- Look up the E of the fourth one.
  -25507.5164 eV

- Which of these has the highest E?
  C5H16N3

- Look up the E of the second one.
  -100480.5264 eV

- Look up the E of the fourth one.
  -25507.5164 eV